1.
Entry from the Open Molecules 2025 dataset: a molecular structure, C22H37Cl8N7 at a distorted geometry (wB97M-V/def2-TZVPD).

The geometry in XYZ format:
```
74
Properties=species:S:1:pos:R:3:forces:R:3:mulliken_charge:R:1
C 0.7363 -2.5999 -0.8204 -2.28 -1.73 -0.14 -0.19
C -0.1867 -2.2416 0.3079 -1.20 -1.00 1.05 0.39
N -0.8945 -1.9597 1.2037 1.26 -2.15 -3.14 -0.42
H 1.6026 -1.9446 -0.9114 -1.42 -1.59 -0.19 -0.82
H 0.1110 -2.4806 -1.7052 0.17 -0.41 1.02 0.20
H 1.0280 -3.6501 -0.8217 -0.07 -0.13 0.52 0.50
C 0.2032 1.1550 -3.0075 -0.57 2.07 -0.75 -1.02
C 1.3006 2.0365 -3.4196 -1.99 -1.73 -0.73 -0.24
N 2.1339 2.7410 -3.7177 1.20 1.69 -1.23 -0.53
H 0.4510 0.1257 -2.7481 -1.32 1.56 -1.64 1.01
H -0.5354 1.2652 -3.8014 -0.21 -0.24 0.15 0.35
H -0.1333 1.5852 -2.0642 -0.55 0.19 -0.35 0.14
C -0.1804 1.3554 3.1985 1.22 3.99 0.37 -1.12
C 0.3371 2.3443 4.1917 0.45 0.66 0.79 0.11
N 0.7808 3.1055 4.9538 -0.85 -1.17 -1.39 -0.62
H 0.5060 0.5214 3.0519 0.22 2.00 0.70 1.17
H -0.2060 1.8915 2.2498 0.14 0.43 1.54 0.66
H -1.1772 1.0083 3.4708 0.44 0.13 -0.03 0.56
C -0.5220 0.4575 0.8113 4.09 -1.11 -0.67 1.41
C 0.3793 0.0563 -0.3567 -2.32 0.25 2.93 -0.68
N 1.0303 -0.2453 -1.2482 -2.47 2.48 5.47 0.02
H -1.5603 0.1357 0.7305 1.79 -0.14 1.26 -1.57
H -0.5084 1.5458 0.8714 0.99 -1.43 -1.43 0.78
H -0.1025 0.2153 1.7877 -0.13 -0.81 -2.34 -1.19
C 2.3875 2.1849 -1.0551 0.67 0.45 0.72 -0.40
C 3.2513 1.2293 -1.7935 -1.70 2.90 0.59 0.57
N 3.8753 0.4899 -2.3797 1.49 -0.73 -0.91 -0.48
H 1.8259 2.8076 -1.7516 0.34 -0.23 0.86 0.54
H 2.9821 2.8808 -0.4632 0.26 -0.21 0.10 0.45
H 1.7332 1.6022 -0.4068 0.41 0.79 -0.14 -0.77
C -3.5194 -0.5700 1.1942 -0.52 -0.69 2.30 -1.35
C -2.8475 -0.6551 2.5306 -1.67 -0.70 -3.25 0.74
N -2.2738 -0.7458 3.5030 -4.26 1.74 1.84 -0.49
H -3.4957 0.4658 0.8555 -0.14 -0.84 0.13 0.32
H -4.5636 -0.8175 1.3853 -0.10 -0.30 -0.23 0.43
H -3.0144 -1.2530 0.5111 -0.57 -0.04 0.33 0.39
C -3.6840 2.0525 2.3867 0.66 -0.27 1.16 -1.02
C -2.5084 2.3131 1.5676 0.23 1.62 -1.15 0.79
N -1.5674 2.4964 0.9142 -4.20 3.56 1.11 -0.43
H -3.6983 2.6957 3.2666 -0.24 0.49 -0.36 0.37
H -3.4418 1.0866 2.8300 -0.59 0.41 0.28 0.30
H -4.6440 1.9582 1.8792 0.27 0.45 -0.12 0.27
Cl 4.8644 -0.1607 1.8557 0.23 -0.20 0.38 -0.20
C 3.9413 0.1283 0.3635 0.45 0.19 1.27 -0.55
C 3.2347 -1.0985 -0.1264 0.64 -0.02 -0.22 2.23
Cl 1.9966 -1.6169 1.0620 4.23 1.09 2.61 -0.03
H 4.6502 0.5715 -0.3360 -0.17 -0.55 0.43 0.50
H 3.1877 0.8644 0.6432 0.32 -0.12 0.04 -0.01
H 3.9077 -1.8802 -0.4788 0.06 -0.38 0.82 0.44
H 2.7004 -0.8192 -1.0344 0.45 -0.13 0.83 -1.83
Cl -2.1436 0.3455 -0.8765 -1.73 1.13 -5.69 0.52
C -3.2433 0.7282 -2.2163 -0.14 -0.08 -0.52 -0.74
C -4.3880 -0.2337 -2.3600 0.24 -0.39 -0.24 -0.57
Cl -3.7559 -1.9383 -2.4885 -0.59 0.72 0.11 -0.17
H -2.6772 0.7302 -3.1477 0.13 0.10 0.17 0.21
H -3.6804 1.7123 -2.0471 0.26 0.14 0.05 0.36
H -4.8821 0.0229 -3.2971 -0.12 -0.32 0.03 0.46
H -5.1086 -0.1259 -1.5493 0.11 -0.47 0.04 0.30
Cl 0.2262 -2.0181 -3.4993 0.81 0.71 -2.24 -0.26
C 1.8588 -1.2509 -3.0951 1.66 -0.16 -5.01 0.87
C 2.6392 -0.9020 -4.4167 -0.63 -1.28 0.22 -0.78
Cl 1.7032 0.2433 -5.5006 0.80 -1.51 -0.02 -0.18
H 2.4471 -2.0128 -2.5837 -0.17 0.25 -0.01 0.55
H 1.6383 -0.3253 -2.5632 1.90 -2.19 -1.76 -1.08
H 2.8690 -1.8653 -4.8721 -0.49 0.23 -0.94 0.50
H 3.6253 -0.4782 -4.2267 -0.61 0.30 0.18 0.42
Cl 0.4476 -0.2509 5.0448 0.08 -2.19 1.20 -0.20
C -0.0611 -1.2700 3.6620 3.67 -2.89 -0.05 2.04
C 0.8234 -2.5649 3.4956 -0.90 1.49 1.22 -0.39
Cl 0.3595 -3.7629 4.7192 -0.23 -0.49 0.21 -0.22
H 0.0720 -0.7002 2.7424 0.23 -1.46 0.87 -2.17
H -1.1419 -1.4075 3.6971 2.34 -1.54 0.93 0.24
H 1.8572 -2.3229 3.7420 -0.02 -0.13 -0.54 0.31
H 0.6424 -2.9864 2.5069 0.27 -0.07 0.58 0.27
```
Forces are in eV/Å.

The value obtained for the highest occupied orbital energy is -9.790 eV.

=====

2.
Entry from the Open Molecules 2025 dataset: a molecular structure, C22H37ClMoP2 at a distorted geometry (wB97M-V/def2-TZVPD).

The geometry in XYZ format:
```
63
Properties=species:S:1:pos:R:3:forces:R:3:nbo_charge:R:1
P -1.6916 0.4366 -2.7119 0.99 0.38 -0.36 0.99
P 0.1038 -3.3202 2.1458 -0.28 0.80 -1.12 0.82
C -0.4458 -3.7047 -0.9403 0.32 0.40 0.04 -0.57
C -0.8168 -3.9438 0.4941 2.13 1.09 0.76 -0.66
H 0.5753 -3.2646 -1.1161 -1.32 -0.39 -0.09 0.25
H -0.7304 -4.4669 -1.6276 0.47 -0.69 -0.20 0.23
H -1.8459 -3.4957 0.7041 -0.02 -0.45 0.90 0.20
H -0.8962 -4.9562 0.8176 -0.83 -0.84 -0.41 0.28
C 1.0061 -4.8263 2.6546 -0.30 0.37 -0.30 -0.94
H 1.7295 -4.4808 3.4024 0.03 -0.35 -0.23 0.27
H 1.5022 -5.2225 1.7580 0.11 -0.13 0.51 0.25
H 0.3059 -5.5316 3.1086 0.30 -0.21 -0.15 0.24
C -1.4349 -3.4907 3.1404 0.16 0.01 -0.17 -0.94
H -1.6676 -4.5622 3.1904 -0.27 0.27 0.21 0.23
H -2.2665 -2.9337 2.6702 0.33 -0.11 0.45 0.21
H -1.2268 -3.0881 4.1367 -0.29 -0.16 -0.10 0.27
C -0.4714 0.1023 -4.1003 0.02 -0.47 0.38 -0.94
H 0.2240 0.9440 -4.2246 -0.32 -0.12 0.04 0.26
H -0.9794 -0.0918 -5.0636 0.10 0.13 0.58 0.26
H 0.1300 -0.7915 -3.8545 -0.22 0.36 -0.14 0.24
C -3.0329 1.3254 -3.5619 -0.95 -0.97 0.38 -0.95
H -3.7386 1.5185 -2.7528 -0.36 0.19 -0.17 0.24
H -3.5359 0.7394 -4.3373 0.08 0.08 0.14 0.25
H -2.7302 2.2851 -3.9597 0.40 0.07 -0.14 0.27
Mo -2.1192 -2.2799 -0.6184 2.77 3.50 2.89 1.01
C -4.0447 -4.0635 0.2636 -0.32 -0.48 -0.04 -0.15
C -3.1485 -4.7654 -0.5002 -1.17 -1.44 0.56 -0.13
C -3.2069 -4.9738 -1.9593 -0.48 0.29 -0.67 -0.47
C -3.7326 -3.7204 -2.7030 0.19 -1.04 -1.08 -0.44
C -3.2190 -2.3463 -2.2700 -3.38 0.14 -1.07 -0.36
C -4.0361 -1.6070 -1.1488 0.74 -2.20 -2.34 -0.40
C -5.3766 -2.1339 -0.7301 -1.55 -0.81 1.01 -0.42
C -5.4017 -3.6263 -0.1868 -1.22 1.33 -0.48 -0.47
C -1.0092 1.8786 -1.7890 0.15 -1.36 -0.26 -0.92
H -3.9540 -4.0860 1.3639 0.34 -0.09 -0.56 0.24
H -2.6035 -5.5685 0.0263 0.26 1.03 -0.20 0.24
H -3.8452 -5.8345 -2.2414 0.06 0.27 0.40 0.28
H -2.2033 -5.3073 -2.2670 -0.44 0.36 -0.29 0.23
H -3.4151 -3.8629 -3.7479 -0.31 0.11 0.23 0.25
H -4.8401 -3.7257 -2.7101 0.57 0.08 -0.01 0.24
H -3.0916 -1.7453 -3.1943 0.53 -0.36 0.93 0.27
H -4.1049 -0.5433 -1.2716 0.63 0.65 0.00 0.26
H -6.1308 -2.0362 -1.5446 0.62 -0.01 0.24 0.24
H -5.8181 -1.5215 0.0884 0.60 -0.12 -0.53 0.24
H -6.0672 -3.6206 0.7064 0.52 -0.11 -0.59 0.26
H -5.9344 -4.2865 -0.9317 1.11 0.37 0.71 0.25
H -1.1513 1.6574 -0.7333 0.08 0.53 -0.10 0.24
H -1.5196 2.7799 -2.1032 0.22 0.21 0.03 0.26
H 0.0482 1.8315 -2.0570 0.02 0.66 0.40 0.25
Cl -1.7402 0.3177 1.6634 -0.25 -0.20 -0.51 0.06
C -0.1354 0.8949 1.3261 1.48 0.14 -0.44 -0.02
C 0.3625 1.9328 2.1102 -0.05 -0.05 0.08 -0.22
C 1.7358 2.2338 2.1215 -0.71 -0.26 -0.50 -0.13
C 2.5761 1.5662 1.2268 0.18 -0.15 0.12 -0.22
C 2.0681 0.6112 0.3490 -0.79 0.20 -0.97 -0.10
C 0.6651 0.2861 0.3023 -0.45 -0.15 2.16 -0.14
C 0.1404 -0.8828 -0.4310 1.45 0.01 -0.22 -0.45
H -0.3362 2.5174 2.7052 0.23 -0.32 0.21 0.25
H 2.1122 2.9704 2.8322 -0.07 -0.13 -0.37 0.25
H 3.6479 1.8011 1.2223 -0.50 -0.27 -0.02 0.25
H 2.7505 0.0969 -0.3416 -0.36 0.27 0.27 0.23
H 0.6123 -0.9531 -1.4215 -0.27 -0.29 0.26 0.22
H 0.3358 -1.7895 0.1830 -0.67 0.38 -0.05 0.27
```
Forces are in eV/Å.

The value obtained for the highest occupied orbital energy (spin up / spin down) is -14.227 / -14.419 eV. Its net charge is +2. Its spin multiplicity is 3. As for the expectation value of S²: 2.115.

=====

3.
Entry from the Open Molecules 2025 dataset: a molecular structure, C22H37ClP2Ti at a distorted geometry (wB97M-V/def2-TZVPD).

The geometry in XYZ format:
```
63
Properties=species:S:1:pos:R:3:forces:R:3:nbo_charge:R:1
P 0.1236 -1.5110 -2.1059 1.63 -1.08 -3.08 1.40
P 1.1902 -1.4476 0.9610 1.18 -1.39 -1.02 0.88
C 0.9305 -2.9853 -1.3825 0.10 -0.61 0.88 -0.75
C 0.8285 -3.0878 0.1286 0.14 0.29 0.46 -0.72
H 1.9863 -3.0396 -1.7019 -0.50 0.30 -0.02 0.25
H 0.4031 -3.8585 -1.7973 0.15 0.27 -0.33 0.24
H -0.1683 -3.4172 0.4469 0.11 -0.03 -0.16 0.22
H 1.5712 -3.8073 0.4977 -0.39 -0.03 -0.10 0.23
C 2.8747 -1.9728 1.6409 0.05 0.25 0.07 -0.95
H 3.1137 -1.3757 2.5392 0.08 -0.28 -0.39 0.23
H 3.6610 -1.8435 0.8812 -0.21 -0.13 0.42 0.22
H 2.8120 -3.0428 1.9048 0.07 0.53 0.13 0.22
C 0.2771 -1.6485 2.4708 1.13 -0.24 0.78 -1.00
H 0.6776 -2.2476 3.3051 -0.26 0.20 -0.21 0.27
H -0.6723 -2.1251 2.1208 0.23 0.36 0.81 0.25
H 0.2907 -0.5530 2.8660 0.04 -1.97 0.15 0.25
C 0.7271 -1.9018 -3.8260 -0.08 -0.09 -0.26 -0.97
H 0.1770 -1.3230 -4.5864 0.16 -0.20 0.34 0.23
H 0.6162 -2.9802 -4.0489 0.00 0.47 0.13 0.23
H 1.7963 -1.6353 -3.9026 -0.55 -0.08 0.08 0.25
C -1.6239 -1.9634 -2.2516 -0.39 0.17 0.29 -1.01
H -1.9776 -2.3822 -1.2988 -0.06 0.21 -0.30 0.26
H -1.7413 -2.7001 -3.0613 0.07 0.20 0.31 0.25
H -2.1884 -1.0560 -2.5044 -0.09 -0.39 0.18 0.25
Ti -1.4092 -0.2277 2.1134 -3.22 4.77 1.78 1.05
C 2.6325 0.0879 -0.8267 0.13 -0.91 1.70 -0.22
C 3.0333 -0.0863 -2.1066 0.83 0.21 -1.32 -0.31
C 3.3937 1.2058 -2.8095 -1.25 0.09 -0.26 -0.42
C 2.1532 2.0446 -3.3029 0.84 0.62 -1.17 -0.49
C 0.9165 1.2852 -3.5169 -0.58 0.05 -0.42 -0.02
C 0.1748 0.6423 -2.5534 -1.27 0.29 1.50 -0.34
C 0.2551 0.9591 -1.0457 0.00 0.46 0.25 -0.45
C 1.6693 1.1624 -0.4549 0.40 1.10 0.04 -0.47
C -3.2066 -1.0375 1.6466 -0.48 -0.34 -0.36 -1.12
H 3.2652 -0.2516 0.0126 -0.80 -0.54 -0.58 0.20
H 3.2869 -1.0458 -2.5777 0.78 0.43 0.63 0.19
H 4.0552 1.0450 -3.6654 -0.03 -0.11 0.22 0.22
H 3.8838 1.8526 -2.0680 0.23 -0.23 -0.42 0.21
H 2.0142 2.9233 -2.6440 -0.14 -0.55 -0.22 0.24
H 2.4178 2.4399 -4.2976 -0.01 0.22 0.42 0.22
H 0.4815 1.3479 -4.5283 0.28 -0.33 0.48 0.20
H -0.8753 0.5155 -2.8915 0.53 -0.09 0.21 0.23
H -0.2198 0.1477 -0.4352 0.17 0.57 -0.51 0.21
H -0.3971 1.8149 -0.8463 0.53 0.03 -0.30 0.24
H 2.0612 2.1380 -0.7645 -0.14 0.18 0.05 0.20
H 1.6740 1.2149 0.6427 -0.62 0.07 -0.26 0.24
H -3.3777 -1.8495 2.3671 -0.09 0.03 -0.38 0.25
H -3.2372 -1.3774 0.6070 -0.26 -0.20 -0.05 0.20
H -3.9635 -0.2517 1.8256 0.40 -0.29 -0.16 0.27
Cl -1.5904 -0.6774 4.3350 0.37 -1.15 1.42 -0.44
C -2.5781 1.5569 3.3302 1.88 -1.08 -2.97 -0.18
C -3.4277 1.8760 4.3201 -1.63 0.45 1.90 -0.28
C -3.8516 3.2041 4.4803 0.22 0.25 -0.90 -0.23
C -3.4788 4.1702 3.5241 -0.62 -0.57 0.74 -0.22
C -2.6336 3.8190 2.4869 0.60 -0.02 -0.56 -0.28
C -2.1136 2.5193 2.4405 -0.40 0.53 0.52 0.01
C -1.0515 1.9686 1.5797 0.36 -1.07 -0.28 -0.84
H -3.8453 1.1497 5.0332 0.40 0.05 -0.33 0.20
H -4.5256 3.4696 5.2856 0.02 0.02 0.02 0.20
H -3.9068 5.1628 3.6006 0.14 0.07 -0.06 0.20
H -2.3464 4.5381 1.7116 -0.08 -0.07 0.32 0.19
H -0.9469 2.4447 0.6072 -0.01 0.05 0.17 0.18
H -0.0704 2.0043 2.0897 -0.06 0.30 -0.03 0.19
```
Forces are in eV/Å.

The value obtained for the highest occupied orbital energy (spin up / spin down) is -4.577 / -6.171 eV. Its spin multiplicity is 3. As for the expectation value of S²: 2.093.